(1)
{"formula": "C10H20NO", "method": "ωB97M-V/def2-TZVPD", "symbols": ["C", "C", "C", "C", "C", "C", "C", "C", "C", "C", "N", "O", "H", "H", "H", "H", "H", "H", "H", "H", "H", "H", "H", "H", "H", "H", "H", "H", "H", "H", "H", "H"], "coordinates": [[-2.532, -2.036, -0.213], [0.911, 2.525, -1.752], [-2.036, -0.928, 0.343], [0.985, 2.640, -0.450], [-2.912, 0.228, 0.785], [2.403, -2.739, 0.437], [0.599, -0.932, -1.647], [0.200, 3.721, 1.518], [1.800, -1.350, 0.445], [-0.626, -0.579, 0.412], [0.421, -1.337, -0.226], [1.198, 3.147, 0.682], [-1.887, -2.917, -0.538], [-3.607, -2.241, -0.238], [1.111, 3.469, -2.343], [0.608, 1.704, -2.271], [-2.625, 1.130, 0.328], [-2.828, 0.341, 1.873], [-4.001, -0.033, 0.706], [3.385, -2.624, 0.937], [1.734, -3.437, 0.994], [2.411, -3.008, -0.603], [0.512, 0.089, -1.747], [1.510, -1.283, -2.108], [-0.221, -1.434, -2.185], [0.677, 4.069, 2.343], [-0.501, 2.864, 1.759], [-0.343, 4.591, 1.036], [2.435, -0.744, -0.164], [1.653, -1.119, 1.402], [-0.552, 0.508, 0.476], [0.121, -2.285, 0.009]], "mulliken_charge": [-1.172, -0.770, 1.116, 0.414, -1.238, -1.212, -0.846, -0.474, -0.563, -0.610, 0.463, -0.377, 0.209, 0.316, 0.214, 0.295, 0.363, 0.354, 0.345, 0.389, 0.351, 0.343, 0.144, 0.452, 0.398, 0.232, 0.201, 0.297, 0.436, 0.489, 0.065, 0.377], "charge": 1, "homo_energy_ev": [-12.42, -9.72], "e_lumo_ha": [-0.0923, -0.1758], "orbital_gap_ev": [9.90, 4.93]}



(2)
{"formula": "C10H20O20S5", "method": "ωB97M-V/def2-TZVPD", "symbols": ["C", "C", "O", "S", "O", "O", "O", "H", "H", "H", "H", "C", "C", "O", "S", "O", "O", "O", "H", "H", "H", "H", "C", "C", "O", "S", "O", "O", "O", "H", "H", "H", "H", "C", "C", "O", "S", "O", "O", "O", "H", "H", "H", "H", "C", "C", "O", "S", "O", "O", "O", "H", "H", "H", "H"], "coordinates": [[-5.718, -1.719, -3.351], [-5.914, -2.904, -2.498], [-5.246, -2.580, -1.271], [-3.833, -1.907, -1.526], [-2.823, -2.822, -1.875], [-3.627, -0.931, -0.479], [-4.425, -1.084, -2.876], [-6.417, -0.931, -3.197], [-5.713, -1.913, -4.433], [-5.407, -3.744, -3.008], [-6.961, -3.134, -2.256], [2.951, -3.088, 1.118], [4.242, -3.310, 0.373], [3.987, -2.865, -1.010], [2.502, -3.472, -1.465], [2.464, -4.889, -1.705], [1.924, -2.666, -2.495], [1.940, -3.127, 0.088], [2.866, -2.146, 1.677], [2.766, -3.931, 1.753], [4.619, -4.329, 0.385], [5.089, -2.730, 0.722], [4.842, 2.252, -0.795], [4.560, 2.704, 0.568], [5.885, 2.634, 1.195], [6.922, 3.497, 0.215], [8.197, 2.861, 0.158], [6.863, 4.902, 0.463], [6.051, 3.034, -1.074], [4.011, 2.542, -1.399], [5.004, 1.161, -0.792], [3.831, 2.130, 1.117], [4.129, 3.713, 0.621], [-2.762, 2.384, 1.215], [-2.522, 3.590, 2.090], [-3.774, 3.546, 2.889], [-5.020, 2.963, 2.113], [-5.945, 3.998, 1.743], [-5.540, 1.777, 2.758], [-4.137, 2.580, 0.786], [-2.573, 1.483, 1.799], [-2.164, 2.330, 0.314], [-2.522, 4.514, 1.551], [-1.696, 3.538, 2.809], [-0.327, -0.684, -0.420], [-0.667, -1.338, 0.823], [0.214, -0.626, 1.884], [0.681, 0.837, 1.347], [2.111, 0.823, 0.998], [0.178, 1.884, 2.255], [-0.242, 0.702, 0.045], [-1.225, -0.872, -1.006], [0.544, -1.123, -0.868], [-0.485, -2.404, 0.826], [-1.688, -1.113, 1.097]], "mulliken_charge": [-0.242, -0.353, -0.294, 1.137, -0.590, -0.450, -0.364, 0.280, 0.293, 0.274, 0.301, -0.161, -0.365, -0.346, 1.134, -0.529, -0.555, -0.239, 0.199, 0.278, 0.288, 0.327, -0.055, -0.238, -0.375, 1.103, -0.512, -0.520, -0.364, 0.304, 0.236, 0.211, 0.266, -0.164, -0.168, -0.359, 1.115, -0.537, -0.559, -0.351, 0.159, 0.317, 0.311, 0.207, 0.317, -0.428, -0.460, 1.064, -0.480, -0.572, -0.302, -0.019, 0.114, 0.370, 0.348], "smiles": "O=S1(=O)OCCO1.O=S1(=O)OCCO1.O=S1(=O)OCCO1.O=S1(=O)OCCO1.O=S1(=O)OCCO1", "homo_energy_ev": -10.99, "e_lumo_ha": 0.0034, "orbital_gap_ev": 11.09}



(3)
{"formula": "C10H21AlF4N4O", "method": "ωB97M-V/def2-TZVPD", "symbols": ["C", "O", "C", "C", "C", "C", "C", "C", "C", "N", "N", "C", "N", "C", "N", "H", "H", "H", "H", "H", "H", "H", "H", "H", "H", "H", "H", "H", "H", "H", "H", "H", "H", "H", "H", "H", "F", "Al", "F", "F", "F"], "coordinates": [[-0.644, -2.835, 6.935], [-1.078, -2.855, 5.593], [-0.659, -1.729, 4.848], [-0.234, -2.142, 3.443], [0.752, -1.128, 2.834], [0.615, -1.048, 1.315], [1.801, -0.360, 0.648], [1.565, -0.100, -0.855], [0.976, 1.293, -1.012], [0.626, 1.672, -2.381], [0.757, 2.976, -2.792], [0.354, 3.028, -4.068], [-0.048, 1.860, -4.481], [0.097, 1.027, -3.444], [-0.263, -0.257, -3.504], [-0.924, -1.899, 7.429], [-1.142, -3.651, 7.456], [0.439, -2.980, 7.009], [-1.491, -1.018, 4.769], [0.164, -1.213, 5.357], [-1.113, -2.174, 2.795], [0.223, -3.131, 3.478], [0.562, -0.149, 3.286], [1.771, -1.427, 3.094], [0.515, -2.068, 0.930], [-0.314, -0.516, 1.083], [2.724, -0.915, 0.811], [1.922, 0.611, 1.145], [0.892, -0.878, -1.208], [2.513, -0.171, -1.386], [0.109, 1.427, -0.359], [1.732, 2.008, -0.684], [1.091, 3.697, -2.175], [0.348, 3.936, -4.654], [-0.374, -0.652, -4.425], [-0.580, -0.780, -2.711], [-1.466, 3.603, -6.623], [-2.758, 2.507, -6.850], [-2.099, 0.971, -7.128], [-3.732, 2.997, -8.126], [-3.626, 2.459, -5.395]], "mulliken_charge": [-0.718, -0.339, -0.766, -0.484, -0.754, -0.540, -0.806, -0.300, -0.576, 0.390, -0.380, -0.060, -0.376, 0.399, -0.326, 0.307, 0.252, 0.307, 0.263, 0.472, 0.352, 0.319, 0.420, 0.306, 0.339, 0.321, 0.432, 0.278, 0.243, 0.288, 0.232, 0.307, 0.208, 0.474, 0.266, 0.228, -0.425, 0.675, -0.423, -0.375, -0.432], "homo_energy_ev": -10.24, "e_lumo_ha": -0.0214, "orbital_gap_ev": 9.66}



(4)
{"formula": "C10H21CuN3O6", "method": "ωB97M-V/def2-TZVPD", "symbols": ["Cu", "C", "O", "O", "O", "C", "O", "N", "C", "C", "H", "H", "H", "H", "H", "H", "H", "C", "O", "N", "C", "C", "H", "H", "H", "H", "H", "H", "H", "C", "O", "N", "C", "C", "H", "H", "H", "H", "H", "H", "H"], "coordinates": [[-0.825, -1.041, 0.806], [-1.375, -3.424, 1.121], [-0.435, -3.118, 0.254], [-1.885, -2.391, 1.749], [-1.752, -4.617, 1.296], [0.922, 0.019, -1.806], [-0.130, -0.250, -1.270], [1.778, -0.927, -2.242], [1.432, -2.339, -2.159], [3.089, -0.597, -2.732], [1.283, 1.052, -1.954], [0.368, -2.456, -1.951], [1.955, -2.845, -1.348], [1.622, -2.814, -3.125], [3.202, -1.026, -3.734], [3.181, 0.483, -2.871], [3.929, -0.947, -2.128], [1.486, 0.693, 2.262], [0.343, 0.300, 2.307], [2.519, -0.045, 1.774], [2.342, -1.419, 1.291], [3.863, 0.430, 1.926], [1.839, 1.638, 2.705], [1.299, -1.660, 1.087], [2.855, -2.105, 1.969], [2.942, -1.469, 0.373], [3.902, 1.482, 2.236], [4.399, -0.096, 2.721], [4.413, 0.497, 0.982], [-3.078, 1.279, -0.310], [-2.434, 0.691, 0.520], [-3.963, 2.271, -0.004], [-4.632, 3.031, -1.035], [-4.150, 2.675, 1.361], [-3.101, 1.020, -1.380], [-4.296, 2.823, -2.049], [-4.542, 4.107, -0.873], [-5.692, 2.749, -0.987], [-3.894, 1.871, 2.046], [-3.570, 3.560, 1.645], [-5.206, 2.914, 1.525]], "mulliken_charge": [0.129, 0.799, -0.698, -0.744, -0.818, 0.045, -0.466, 0.256, -1.012, -0.955, 0.311, 0.232, 0.309, 0.381, 0.332, 0.314, 0.290, 0.043, -0.508, 0.291, -0.056, -0.986, 0.313, -0.238, 0.327, 0.073, 0.317, 0.341, 0.284, 0.203, -0.515, 0.166, -0.943, -0.980, 0.280, 0.292, 0.321, 0.326, 0.310, 0.282, 0.353], "charge": -1, "homo_energy_ev": -1.57, "e_lumo_ha": 0.0916, "orbital_gap_ev": 4.07}



(5)
{"formula": "C10H21F3INdO2P2", "method": "ωB97M-V/def2-TZVPD", "symbols": ["C", "C", "H", "H", "H", "O", "I", "Nd", "P", "C", "C", "H", "H", "H", "H", "H", "H", "C", "H", "H", "H", "P", "C", "C", "H", "H", "H", "C", "H", "H", "H", "H", "H", "H", "C", "O", "F", "C", "F", "F"], "coordinates": [[2.816, 0.262, -7.200], [2.536, -0.424, -5.873], [3.348, -0.448, -7.848], [3.431, 1.158, -7.045], [1.877, 0.569, -7.677], [2.838, -1.539, -5.586], [1.384, 0.640, -4.008], [0.022, 0.649, -0.648], [-2.357, -0.847, -0.996], [-3.059, -2.413, -0.381], [-3.596, 0.492, -0.726], [-4.543, 0.229, -1.220], [-3.179, -1.110, -3.294], [-3.225, 1.447, -1.150], [-1.789, 0.021, -3.229], [-3.205, -2.355, 0.709], [-3.780, 0.620, 0.356], [-2.199, -0.932, -2.830], [-4.023, -2.688, -0.822], [-1.517, -1.760, -3.108], [-2.359, -3.240, -0.584], [2.361, 0.926, 0.927], [3.256, -0.051, 2.178], [3.461, 1.193, -0.529], [1.611, 3.262, 0.821], [3.073, 3.077, 1.848], [1.471, 2.593, 2.493], [2.103, 2.629, 1.587], [2.940, 1.797, -1.303], [4.373, 1.727, -0.229], [4.203, 0.389, 2.508], [3.481, -1.053, 1.778], [3.747, 0.216, -0.968], [2.628, -0.179, 3.073], [0.109, -1.209, 0.810], [0.106, -2.063, 1.597], [-0.200, 0.514, 3.012], [-1.014, 0.728, 1.897], [-2.176, 0.023, 2.206], [-1.380, 2.056, 1.987]], "lowdin_spin": [0.000, -0.001, 0.000, 0.000, 0.000, -0.001, -0.001, 3.078, -0.013, -0.002, -0.001, 0.000, 0.000, 0.000, 0.000, 0.000, 0.000, -0.002, -0.001, 0.000, 0.000, -0.014, -0.002, -0.001, 0.000, -0.001, 0.000, -0.002, 0.000, 0.000, -0.001, 0.000, 0.000, 0.000, -0.004, 0.007, -0.005, -0.024, -0.003, -0.006], "charge": 2, "multiplicity": 4, "homo_energy_ev": [-15.70, -15.76], "e_lumo_ha": [-0.2907, -0.2718], "orbital_gap_ev": [7.79, 8.36], "s_squared": 3.761}



(6)
{"formula": "C10H21F3N2O6Y", "method": "ωB97M-V/def2-TZVPD", "symbols": ["Y", "O", "H", "O", "H", "C", "O", "N", "C", "C", "H", "H", "H", "H", "H", "H", "H", "C", "O", "N", "C", "C", "H", "H", "H", "H", "H", "H", "H", "C", "C", "O", "C", "O", "C", "F", "F", "F", "H", "H", "H", "H", "H"], "coordinates": [[-5.802, -0.900, -5.109], [-6.312, 2.795, -4.043], [-5.761, 2.720, -3.239], [-3.511, -1.227, -2.013], [-2.699, -1.067, -1.494], [-0.169, -6.072, -1.733], [0.526, -6.606, -2.575], [0.305, -5.789, -0.468], [-0.656, -5.008, 0.418], [1.626, -5.923, -0.007], [-1.152, -5.599, -1.882], [-0.372, -3.962, 0.299], [-0.642, -5.205, 1.491], [-1.719, -5.126, 0.207], [2.190, -6.491, -0.746], [1.979, -4.898, -0.118], [1.902, -6.295, 0.980], [-1.831, 2.017, 2.222], [-1.383, 1.232, 3.119], [-2.633, 3.082, 2.306], [-3.302, 3.560, 1.116], [-2.954, 3.719, 3.575], [-1.484, 1.741, 1.214], [-2.745, 4.444, 0.805], [-4.333, 3.724, 1.428], [-3.322, 2.781, 0.353], [-2.366, 4.613, 3.782], [-4.013, 3.973, 3.622], [-2.646, 3.164, 4.461], [3.016, 0.350, -2.243], [4.064, 1.363, -1.704], [3.699, 1.916, -0.433], [4.398, 2.861, 0.159], [5.333, 3.441, -0.431], [3.865, 3.286, 1.547], [4.710, 4.149, 2.146], [2.608, 3.727, 1.384], [3.963, 2.267, 2.381], [2.329, 0.618, -3.046], [2.498, -0.017, -1.357], [3.591, -0.546, -2.473], [4.144, 2.237, -2.351], [5.061, 0.951, -1.550]], "mulliken_charge": [1.627, -0.565, 0.292, -0.625, 0.267, 0.193, -0.577, 0.044, -0.940, -0.874, 0.258, 0.353, 0.304, 0.317, 0.317, 0.340, 0.270, 0.117, -0.634, 0.132, -0.994, -0.868, 0.324, 0.309, 0.327, 0.365, 0.326, 0.280, 0.319, -0.995, -0.309, -0.223, 0.318, -0.558, 0.903, -0.238, -0.215, -0.244, 0.299, 0.297, 0.316, 0.312, 0.336], "charge": 1, "homo_energy_ev": -10.72, "e_lumo_ha": -0.3283, "orbital_gap_ev": 1.79}